1.
Computed, not measured: C37H44CrN4O8P2 as an isolated structure at a distorted geometry, with ωB97M-V/def2-TZVPD.

Last column: Löwdin charge in e.
Atoms and positions in Å:
Cr -2.51313 -14.90827 -15.39578  0.92
O -2.83020 -13.02607 -14.89245  -0.30
C -3.33419 -11.85356 -15.47230  -0.42
C -3.67996 -12.20906 -17.00545  -0.02
C -4.59131 -13.48017 -17.13195  -0.17
C -5.90984 -13.32958 -17.54854  -0.01
C -6.71686 -14.47158 -17.77190  -0.03
C -6.18089 -15.72202 -17.56164  -0.02
C -4.82787 -15.83433 -17.14403  -0.22
C -4.39133 -17.27319 -16.91991  -0.05
C -2.93952 -17.70286 -16.49761  -0.44
O -2.39508 -16.88664 -15.52574  -0.32
C -1.96023 -17.82185 -17.73906  -0.12
C -1.05317 -18.89398 -17.90679  -0.08
C -0.32270 -19.01324 -19.04853  -0.09
C -0.49169 -18.13236 -20.12523  -0.07
C -1.22418 -16.96202 -19.91649  -0.08
C -1.87464 -16.80188 -18.70782  -0.06
C -3.04714 -19.11904 -15.87223  -0.16
C -3.59779 -20.15935 -16.69323  -0.03
C -4.02291 -21.33126 -16.05516  -0.08
C -3.69995 -21.58879 -14.69335  -0.11
C -2.94904 -20.65150 -13.99762  -0.11
C -2.76507 -19.36620 -14.51841  -0.07
N -4.10072 -14.74498 -16.84754  0.09
C -4.57559 -11.37671 -14.67709  -0.12
C -4.49415 -11.59128 -13.28370  -0.04
C -5.52503 -11.19247 -12.45979  -0.11
C -6.62557 -10.53285 -12.94301  -0.09
C -6.68716 -10.29341 -14.33879  -0.08
C -5.70243 -10.74054 -15.20752  -0.04
C -2.19085 -10.79160 -15.41731  -0.11
C -2.20314 -9.64864 -16.28427  -0.04
C -1.10695 -8.79847 -16.35942  -0.09
C 0.00572 -9.03210 -15.54269  -0.09
C -0.00409 -10.12080 -14.68170  -0.08
C -1.03853 -11.04134 -14.64048  -0.02
H -2.73777 -12.41364 -17.57204  0.14
H -4.18254 -11.41611 -17.56199  0.10
H -6.30652 -12.29900 -17.71374  0.12
H -7.79110 -14.28402 -17.97321  0.13
H -6.74173 -16.63308 -17.77949  0.12
H -4.52873 -17.86681 -17.80932  0.12
H -5.11840 -17.73060 -16.19775  0.13
H -0.95362 -19.61506 -17.14377  0.10
H 0.40199 -19.83459 -19.23622  0.12
H -0.01072 -18.41915 -21.08018  0.12
H -1.36104 -16.15760 -20.68017  0.13
H -2.38772 -15.83708 -18.53449  0.11
H -3.82673 -20.08637 -17.79984  0.15
H -4.59140 -22.15699 -16.62626  0.13
H -3.98594 -22.55485 -14.20490  0.12
H -2.58309 -20.92947 -12.96883  0.12
H -2.25262 -18.63606 -13.88613  0.11
H -3.57133 -12.02241 -12.90005  0.12
H -5.43550 -11.45409 -11.39368  0.11
H -7.37689 -10.06613 -12.29483  0.11
H -7.61714 -9.80887 -14.69863  0.11
H -5.81082 -10.63900 -16.28736  0.10
H -3.09728 -9.40043 -16.90876  0.12
H -1.12489 -8.00650 -17.11883  0.11
H 0.79673 -8.31893 -15.43477  0.09
H 0.75466 -10.22593 -13.87652  0.12
H -0.93620 -11.91916 -14.00694  0.10
N 0.33576 -17.19509 -15.58013  0.19
C 0.96457 -15.71637 -15.43490  -0.43
C 2.49985 -15.72722 -15.44209  -0.09
P 0.32570 -15.21221 -13.77593  0.39
O 0.92827 -16.57201 -13.01923  -0.20
O 0.84166 -13.99376 -13.09404  -0.27
O -1.19228 -15.32978 -13.88692  -0.37
P 0.41647 -14.74416 -16.95683  0.44
O 0.78168 -15.72880 -18.22318  -0.15
O 1.16351 -13.46798 -17.20122  -0.27
O -1.13131 -14.74134 -16.81125  -0.38
H 0.62885 -17.57652 -16.51069  0.14
H -0.69391 -17.05967 -15.58904  0.07
H 0.75924 -17.82483 -14.84061  0.17
H 2.82744 -16.44258 -14.66067  0.08
H 2.92769 -14.81835 -15.02008  0.09
H 2.98996 -16.03545 -16.40397  0.10
H 0.94853 -16.46670 -12.01223  0.12
H 1.49440 -15.20384 -18.65023  0.10
N -5.75576 -18.26638 -12.49417  0.19
C -5.29400 -16.84150 -12.30705  -0.10
C -4.57108 -16.45132 -13.59492  -0.22
N -3.90856 -15.15423 -13.66096  0.04
H -5.22526 -18.65953 -13.26877  0.13
H -6.77685 -18.35221 -12.77283  0.20
H -5.67150 -18.83212 -11.63398  0.18
H -4.58295 -16.82969 -11.48179  0.14
H -6.16985 -16.23165 -12.05229  0.14
H -5.27205 -16.44583 -14.40621  0.11
H -3.83987 -17.22761 -13.84372  0.09
H -3.13242 -15.05937 -13.00151  0.10
H -4.48397 -14.36993 -13.61580  0.07

Computed properties:
LUMO energy (alpha / beta) = -3.62 / -3.62 eV
2S+1 = 4
charge = +1
HOMO-LUMO gap (alpha / beta) = 6.22 / 6.22 eV


2.
Computed, not measured: C10H13Br as an isolated structure at a distorted geometry, with ωB97M-V/def2-TZVPD.

Last column: Löwdin charge in e.
Atoms and positions in Å:
C 1.68649 -0.84096 -1.34556  -0.06
C -1.36468 1.39905 -1.16484  -0.14
C 0.49484 -1.41477 -1.16539  -0.04
C -0.16718 1.69272 -0.63323  -0.02
C 1.90972 0.26837 -0.37549  -0.15
C -1.93667 0.02926 -0.92941  -0.56
C 0.54745 0.59573 0.19169  -0.46
C -0.26190 -0.66554 -0.14329  -0.32
C 0.50270 0.93639 1.75166  -0.03
C -0.73164 -1.44841 1.06354  -0.13
Br -3.49418 -0.10594 0.17584  0.70
H 2.45563 -1.19486 -1.98688  0.09
H -2.00024 1.91983 -1.78806  0.07
H 0.00131 -2.36405 -1.49131  0.14
H 0.49456 2.61466 -0.76782  0.13
H 2.54732 -0.09323 0.57308  0.16
H 2.40403 1.20502 -0.79990  0.13
H -2.00464 -0.44496 -1.79443  0.01
H 0.92216 0.12060 2.23337  0.03
H -0.56902 1.29676 2.14173  0.13
H 1.25418 1.80500 1.90605  0.10
H -1.10252 -0.94006 1.95739  0.06
H -0.07312 -2.18710 1.47969  0.08
H -1.51461 -2.18353 0.91155  0.06

Computed properties:
LUMO energy = 0.78 eV
HOMO-LUMO gap = 9.37 eV


3.
Computed, not measured: a 2-piece molecular cluster, C3H10OS overall at a distorted geometry, with ωB97M-V/def2-TZVPD.

Last column: Löwdin charge in e.
Atoms and positions in Å:
C -1.67420 1.23658 -2.02195  -0.48
S 0.03315 0.75967 -1.99936  0.74
C -0.00387 -0.63050 -0.86644  -0.44
H -2.05550 1.68176 -1.10168  0.04
H -2.37519 0.49038 -2.38394  0.03
H -1.78620 2.06391 -2.73498  0.03
H 0.37223 -0.29247 0.09345  0.01
H -0.98140 -1.11825 -0.83212  0.04
H 0.56656 -1.50902 -1.17012  0.03
C 1.35769 -0.73165 3.51199  -0.15
O 0.29944 -1.20947 2.68243  -0.12
H 1.94748 -0.06584 2.87954  0.08
H 0.97512 -0.12270 4.33369  0.08
H 2.03654 -1.51973 3.84792  0.08
H -0.34049 -1.60360 3.24537  0.05

Computed properties:
LUMO energy = 0.85 eV
HOMO-LUMO gap = 9.13 eV


4.
Computed, not measured: a 2-piece molecular cluster, CH4FNS2 overall at a distorted geometry, with ωB97M-V/def2-TZVPD.

Last column: Löwdin charge in e.
Atoms and positions in Å:
C -0.99455 0.65077 0.02499  -0.17
N 0.12966 -0.19886 0.46130  -1.03
F 2.39770 0.83973 -1.15117  -0.57
S -0.14791 -1.85905 0.38920  0.71
S 1.63996 0.36541 0.93192  0.88
H -1.53946 1.14583 0.93687  0.12
H -0.74564 1.33292 -0.74532  0.07
H -1.67539 -0.10389 -0.31910  0.03
H 0.93562 -2.17285 -0.52868  -0.04

Computed properties:
LUMO energy = -1.99 eV
HOMO-LUMO gap = 7.54 eV


5.
Computed, not measured: C4H5NiO as an isolated structure at a distorted geometry, with ωB97M-V/def2-TZVPD.

Last column: Löwdin charge in e.
Atoms and positions in Å:
H 0.19885 -1.53031 1.10389  0.24
C -2.93440 0.48844 -0.50060  0.09
C -1.90192 0.23889 0.31695  -0.14
C -0.95717 -0.87340 0.16598  -0.04
C 0.42434 -0.68870 0.18085  -0.24
O 1.01315 0.40611 0.56585  -0.16
Ni 2.42318 0.62184 -0.39771  0.81
H -3.18756 -0.18818 -1.32169  0.08
H -1.68570 0.95491 1.11708  0.12
H -3.60104 1.33596 -0.33050  0.09
H -1.29439 -1.75695 -0.38597  0.14

Computed properties:
LUMO energy (alpha / beta) = -5.38 / -6.29 eV
2S+1 = 3
charge = +1
HOMO-LUMO gap (alpha / beta) = 8.25 / 7.79 eV


6.
Computed, not measured: C5H8N2O in the gas phase at a distorted geometry, with ωB97M-V/def2-TZVPD.

Last column: Löwdin charge in e.
Atoms and positions in Å:
C 1.39568 0.34430 1.00598  -0.13
N 1.05047 1.61832 0.82556  0.13
O 0.07011 1.81519 -0.48178  -0.10
C -0.90825 0.94248 -0.70876  -0.47
C -0.34183 -0.24698 -1.52043  -0.02
N -0.48810 -1.07196 -0.11037  -0.11
C 0.91771 -1.11266 0.54692  -0.12
C -1.24093 0.06711 0.39520  -0.18
H 2.21776 0.51570 1.87588  0.15
H -1.58017 1.46317 -1.21548  0.10
H -1.13067 -0.86032 -2.06591  0.12
H 0.68892 -0.33037 -1.94764  0.12
H 1.61066 -1.75628 0.18575  0.06
H 0.74025 -1.64540 1.49237  0.11
H -0.54094 0.43962 1.33568  0.15
H -2.46066 -0.18191 0.38704  0.18

Computed properties:
LUMO energy = 0.73 eV
HOMO-LUMO gap = 9.70 eV


7.
Computed, not measured: C35H52AlAsP3S as an isolated structure at a distorted geometry, with ωB97M-V/def2-TZVPD.

Last column: Löwdin charge in e.
Atoms and positions in Å:
Al -1.38242 0.79521 -3.48179  0.45
P -1.93617 -1.48063 -1.05113  0.73
P 1.73798 -1.73420 0.03087  0.88
P -2.03594 2.24058 -1.43712  0.78
H 3.51546 0.32722 -2.17663  0.04
C 3.31862 1.38423 -1.97918  -0.05
C 2.76375 1.78485 -0.82312  -0.09
H 2.66466 1.08299 0.02524  0.01
C -2.51230 -2.75530 -2.28723  -0.30
C -1.66696 -2.75956 0.24055  -0.32
C -3.62120 -1.02208 -0.44469  -0.29
C 3.54582 -1.37731 0.16112  -0.27
C 1.77690 -2.95763 1.41679  -0.27
C 1.74617 -2.89081 -1.41382  -0.27
C -1.27721 3.91994 -1.27322  -0.27
C -2.86571 2.43906 0.21372  -0.25
C -3.57380 2.69831 -2.34256  -0.27
H 3.38641 2.08896 -2.81644  0.05
H 2.44915 2.83159 -0.69445  0.05
H -3.20743 -3.50096 -1.85663  0.07
H -1.62091 -3.26819 -2.66977  0.04
H -2.96968 -2.21657 -3.12536  0.03
H -2.59956 -3.34081 0.27712  0.06
H -1.44119 -2.34726 1.23240  0.00
H -0.84925 -3.41880 -0.07124  0.02
H -4.23168 -1.93223 -0.52958  0.06
H -4.03589 -0.23933 -1.09048  0.02
H -3.62948 -0.67073 0.59823  0.03
H 4.13446 -2.22155 -0.22558  0.07
H 3.79156 -1.20734 1.22091  0.06
H 3.79292 -0.46743 -0.39226  -0.01
H 2.41793 -3.81552 1.16251  0.07
H 0.77115 -3.30892 1.67064  0.02
H 2.17956 -2.44132 2.29822  0.02
H 2.64434 -3.52279 -1.39462  0.06
H 1.72636 -2.31666 -2.35000  0.04
H 0.84263 -3.51391 -1.38556  0.02
H -1.98553 4.61192 -1.73956  0.06
H -0.29145 4.05001 -1.73479  0.02
H -1.22105 4.16318 -0.20256  0.04
H -3.44267 3.37974 0.17773  0.09
H -2.12074 2.52126 1.01851  0.01
H -3.56035 1.61737 0.40821  0.02
H -3.59231 3.77184 -2.53615  0.06
H -4.40949 2.46022 -1.67498  0.06
H -3.69970 2.16211 -3.29130  0.03
C 0.17694 2.91018 -5.66653  -0.58
C -0.45618 2.56957 -6.88254  -0.05
C 0.03895 3.18467 -8.05141  -0.02
C 1.14360 4.04711 -7.98648  0.00
C 1.79826 4.29752 -6.76955  -0.02
C 1.32206 3.70138 -5.61126  -0.11
S -0.51675 2.74207 -4.07288  0.78
H -1.00156 -0.78318 -3.51755  -0.07
H -1.27494 1.85072 -6.85093  0.11
H -0.42364 2.99533 -9.03421  0.14
H 1.50197 4.51913 -8.90885  0.14
H 2.67547 4.92086 -6.67906  0.13
H 1.77469 3.85088 -4.63692  0.10
C -4.93561 0.16519 5.51992  -0.02
C -4.91004 0.81699 4.28179  -0.04
C -3.72874 0.85505 3.53098  -0.10
C -2.56503 0.23984 4.02995  -0.38
C -2.58743 -0.39041 5.27490  -0.08
C -3.77472 -0.43867 6.01850  -0.02
As -0.99086 0.25531 2.83149  1.46
C -0.45265 2.10017 3.26292  -0.41
C 0.17989 2.87876 2.27033  -0.15
C 0.56187 4.19106 2.57405  -0.07
C 0.31665 4.72133 3.84152  -0.04
C -0.30781 3.94708 4.82587  -0.03
C -0.69360 2.62948 4.53054  -0.08
C 0.30656 -0.65318 3.99091  -0.39
C 1.55124 -0.07080 4.27017  -0.09
C 2.49679 -0.77894 5.00959  -0.04
C 2.22470 -2.07575 5.46120  -0.02
C 0.99480 -2.67922 5.14378  -0.04
C 0.05042 -1.97578 4.39180  -0.14
H -5.86305 0.12949 6.09265  0.13
H -5.80560 1.30328 3.88285  0.12
H -3.70392 1.36470 2.56706  0.07
H -1.68717 -0.86066 5.66207  0.10
H -3.78290 -0.95473 6.97716  0.13
H 0.38212 2.44787 1.28748  0.08
H 1.06193 4.79240 1.80513  0.12
H 0.61426 5.74700 4.07396  0.13
H -0.50376 4.35140 5.81768  0.13
H -1.19514 2.02384 5.28827  0.11
H 1.78201 0.93569 3.91877  0.11
H 3.46440 -0.31755 5.24222  0.13
H 2.96472 -2.62466 6.04626  0.13
H 0.78517 -3.69943 5.47962  0.13
H -0.89858 -2.45712 4.13437  0.11

Computed properties:
LUMO energy (alpha / beta) = -12.32 / -11.32 eV
charge = +3
HOMO-LUMO gap (alpha / beta) = 2.11 / 4.65 eV


8.
Computed, not measured: C31H23N4O2Re as an isolated structure at a distorted geometry, with ωB97M-V/def2-TZVPD.

Last column: Löwdin charge in e.
Atoms and positions in Å:
Re -0.86062 0.44132 0.84365  1.53
O -3.38659 -2.23301 2.56318  0.20
C -2.48682 -1.50821 2.29479  -0.37
N -2.49858 -0.50590 1.24975  -0.05
C -3.71174 -0.18546 0.53914  -0.39
O -4.74761 -0.75822 0.63151  0.20
C -3.51967 1.02172 -0.32634  -0.20
C -4.55554 1.54966 -1.05181  0.05
C -4.30154 2.66455 -1.83936  0.02
C -3.02104 3.19192 -1.86841  0.00
C -2.02705 2.60361 -1.10895  -0.07
N -2.27536 1.53028 -0.34076  -0.05
C -1.18272 -1.50427 3.03567  -0.17
C -0.98990 -2.30528 4.12711  0.05
C 0.22013 -2.20290 4.80709  0.02
C 1.16714 -1.29187 4.37530  0.00
C 0.90192 -0.51543 3.26252  -0.08
N -0.25227 -0.63041 2.58351  -0.04
H -5.53009 1.08559 -0.98379  0.14
H -5.09517 3.11308 -2.42231  0.13
H -2.78251 4.05663 -2.47220  0.13
H -1.01088 2.97445 -1.10956  0.12
H -1.78139 -2.97782 4.43123  0.14
H 0.40965 -2.82092 5.67558  0.13
H 2.11010 -1.17292 4.89187  0.13
H 1.60846 0.21268 2.89173  0.12
C 3.06800 -3.56379 1.10803  -0.05
C 1.86951 -3.60483 0.40879  -0.04
C 1.23987 -2.43007 0.01633  -0.02
C 1.81627 -1.21619 0.33785  -0.22
C 3.00787 -1.15273 1.03551  -0.05
C 3.63544 -2.33553 1.41263  -0.04
N 1.12559 0.03306 -0.02008  -0.09
C 1.82887 1.29847 -0.10145  -0.25
C 3.01338 1.48214 -0.78528  -0.01
C 3.56019 2.75936 -0.82268  -0.02
C 2.92644 3.82584 -0.19058  -0.03
C 1.73870 3.62832 0.50213  -0.04
C 1.20476 2.34994 0.54895  -0.07
H 3.56158 -4.48166 1.39991  0.12
H 1.42235 -4.55594 0.15011  0.12
H 0.31600 -2.48511 -0.54583  0.12
H 3.46037 -0.20068 1.28303  0.12
H 4.57669 -2.28790 1.94604  0.12
H 3.50196 0.65098 -1.27936  0.13
H 4.48983 2.92496 -1.35136  0.13
H 3.36630 4.81385 -0.22505  0.13
H 1.25444 4.44985 1.01383  0.13
H 0.28895 2.18882 1.15740  0.08
C -0.08223 -0.02308 -0.75452  -0.26
C -0.31866 -0.26206 -2.15487  -0.21
C 0.70607 -0.08120 -3.08983  0.01
C 0.45382 -0.29141 -4.43339  -0.03
C -0.80708 -0.71319 -4.84291  -0.03
C -1.82196 -0.92338 -3.91615  -0.03
C -1.58184 -0.68697 -2.57485  -0.02
H 1.68490 0.24828 -2.76930  0.11
H 1.23691 -0.13786 -5.16366  0.12
H -0.99823 -0.88972 -5.89442  0.12
H -2.78930 -1.28254 -4.24048  0.12
H -2.35607 -0.88090 -1.84461  0.11

Computed properties:
LUMO energy = -7.28 eV
charge = +2
HOMO-LUMO gap = 7.41 eV


Number 1: E -3984.5030 hartree. Number 2: E -2962.7322 hartree. Number 3: E -593.6840 hartree. Number 4: E -991.3642 hartree. Number 5: E -1738.4825 hartree. Number 6: E -379.8078 hartree. Number 7: E -5264.1811 hartree. Number 8: E -1642.3673 hartree.